Formula: C18H48BFN2O12P
Source: the OMol25 dataset
Level of theory: ωB97M-V/def2-TZVPD

Its LUMO energy is -0.147 Eh. Its net charge is +1. As for the multiplicity: 1. The HOMO energy comes out at -10.9791 eV. Its gap between HOMO and LUMO is 7.0 eV.

Element x y z (Å)
N -0.341 2.061 3.465
B -0.021 0.911 2.745
O -0.484 0.570 1.511
N 0.970 -0.124 3.418
F 2.133 0.457 3.892
P 0.196 -1.007 4.991
O -1.270 -1.266 4.410
O 0.811 -2.449 4.796
H -0.055 2.113 4.436
H -1.309 2.357 3.406
H -1.272 0.017 1.574
H 1.270 -0.794 2.703
H -1.850 -0.493 4.422
H 0.618 -2.915 3.968
C 2.183 -0.521 -3.751
O 0.887 -0.746 -4.256
C 0.424 -2.078 -4.240
C -0.924 -2.231 -3.573
O -1.002 -1.909 -2.191
C -0.799 -0.584 -1.753
C -1.815 0.460 -2.160
O -1.890 0.713 -3.539
C -3.167 0.605 -4.135
H 2.919 -0.484 -4.560
H 2.185 0.447 -3.244
H 2.483 -1.287 -3.035
H 1.154 -2.746 -3.769
H 0.295 -2.411 -5.278
H -1.173 -3.293 -3.613
H -1.693 -1.708 -4.147
H 0.218 -0.246 -1.966
H -0.895 -0.634 -0.664
H -1.498 1.387 -1.659
H -2.797 0.182 -1.757
H -3.824 -0.061 -3.568
H -3.040 0.195 -5.137
H -3.641 1.588 -4.222
C 9.080 -2.588 -0.041
O 8.074 -2.098 0.823
C 7.358 -0.969 0.380
C 5.856 -1.163 0.407
O 5.332 -2.167 -0.441
C 5.596 -3.538 -0.206
C 4.963 -4.138 1.027
O 5.437 -3.570 2.231
C 4.486 -3.057 3.119
H 10.062 -2.203 0.245
H 9.098 -3.675 0.042
H 8.881 -2.323 -1.083
H 7.671 -0.673 -0.627
H 7.577 -0.130 1.054
H 5.425 -0.233 0.023
H 5.501 -1.275 1.435
H 6.664 -3.755 -0.241
H 5.143 -4.055 -1.057
H 5.217 -5.205 1.028
H 3.872 -4.058 0.963
H 3.554 -2.777 2.605
H 4.903 -2.163 3.589
H 4.254 -3.781 3.909
C -2.644 3.335 0.449
O -3.876 3.491 1.105
C -4.454 4.785 1.088
C -5.872 4.795 0.561
O -6.041 4.402 -0.785
C -5.816 3.070 -1.200
C -6.777 2.024 -0.679
O -6.724 1.846 0.723
C -7.948 1.978 1.416
H -1.811 3.377 1.164
H -2.646 2.351 -0.026
H -2.483 4.085 -0.329
H -3.838 5.479 0.508
H -4.493 5.159 2.119
H -6.191 5.840 0.580
H -6.540 4.252 1.233
H -4.780 2.762 -1.034
H -5.962 3.098 -2.283
H -6.495 1.074 -1.155
H -7.794 2.264 -1.003
H -8.657 2.606 0.870
H -7.746 2.447 2.380
H -8.405 1.000 1.597

Formula: C16H26N2O8Pd
Source: the OMol25 dataset
Level of theory: ωB97M-V/def2-TZVPD

Its LUMO energy (alpha / beta) is 0.147 / 0.147 Eh. The calculation puts the relative energy (zero: lowest compared OMol25 entry of this formula, charge and spin) at 0.0 kcal per mole. Its net charge is -2. As for the multiplicity: 3. The HOMO energy (alpha / beta) comes out at -0.9451 / -0.9158 eV. Its gap between HOMO and LUMO (alpha / beta) is 5.0 / 4.9 eV.

Element x y z (Å)
Pd 0.026 -1.087 0.485
C 2.015 -1.747 -3.221
C 1.943 -2.459 -1.858
O 0.783 -2.259 -1.201
H 1.818 -0.675 -3.065
H 1.200 -2.042 -3.896
H 2.970 -1.876 -3.740
H 2.845 -2.121 -1.302
H 2.111 -3.543 -2.070
C -2.615 -4.149 2.545
C -2.347 -2.907 1.689
O -1.070 -2.482 1.750
H -2.061 -5.010 2.161
H -3.686 -4.400 2.490
H -2.391 -3.955 3.594
H -3.082 -2.136 2.055
H -2.733 -3.125 0.660
C 2.787 0.312 3.529
C 1.704 -0.030 2.706
C 0.400 0.808 2.776
O -0.504 0.549 1.942
C 0.314 1.827 3.735
C 1.386 2.149 4.597
C 2.711 1.378 4.456
O 3.676 1.723 5.159
O 1.301 3.053 5.448
O 1.728 -0.956 1.854
H 3.725 -0.185 3.318
H -0.633 2.350 3.780
C -2.938 -0.566 -1.214
O -1.862 -0.382 -0.697
N -3.223 -0.203 -2.490
C -4.501 -0.463 -3.081
C -2.166 0.285 -3.351
H -3.761 -1.074 -0.687
H -4.448 -1.168 -3.915
H -4.992 0.461 -3.416
H -5.218 -0.878 -2.368
H -2.222 1.371 -3.463
H -1.201 -0.008 -2.938
H -2.254 -0.188 -4.331
C 1.300 1.695 -1.103
O 1.036 0.818 -0.322
N 1.966 2.826 -0.771
C 2.179 3.916 -1.687
C 2.461 3.029 0.576
H 1.048 1.673 -2.181
H 1.600 4.794 -1.380
H 1.853 3.650 -2.694
H 3.238 4.184 -1.699
H 2.063 3.954 0.998
H 2.164 2.204 1.222
H 3.554 3.063 0.615

Formula: C20H28FNO4S2SiSn
Source: the OMol25 dataset
Level of theory: ωB97M-V/def2-TZVPD

Its LUMO energy is 0.009 Eh. As for the multiplicity: 1. The HOMO energy comes out at -7.2884 eV. Its gap between HOMO and LUMO is 7.5 eV.

Element x y z (Å)
Sn -0.317 0.368 -1.565
C 3.212 -0.141 -1.353
Si 2.432 -1.206 -2.713
C 3.539 -2.703 -3.051
C 2.451 -0.112 -4.267
N 0.754 -1.451 -2.365
C 0.058 -2.623 -2.193
C 0.604 -3.903 -2.002
C -0.195 -5.029 -1.896
C -1.579 -4.939 -1.937
C -2.160 -3.684 -2.067
C -1.340 -2.594 -2.191
F -1.926 -1.343 -2.278
H 4.297 -0.066 -1.434
H 2.958 -0.525 -0.363
H 2.802 0.873 -1.417
H 4.450 -2.368 -3.551
H 3.050 -3.431 -3.701
H 3.833 -3.212 -2.131
H 3.448 0.275 -4.492
H 1.785 0.742 -4.109
H 2.091 -0.652 -5.145
H 1.677 -3.995 -1.912
H 0.272 -5.997 -1.764
H -2.199 -5.820 -1.845
H -3.234 -3.551 -2.062
C 0.544 -0.317 7.129
C 0.308 -0.388 5.644
C -0.965 -0.220 5.111
C -1.173 -0.255 3.739
C -0.098 -0.485 2.903
C 1.178 -0.685 3.413
C 1.377 -0.625 4.779
S -0.246 -0.503 1.142
O 0.655 0.589 0.669
O 0.177 -1.794 0.673
O -1.613 -0.151 0.723
H -0.333 0.064 7.650
H 1.395 0.328 7.348
H 0.770 -1.308 7.529
H -1.803 -0.054 5.777
H -2.154 -0.100 3.310
H 1.993 -0.881 2.728
H 2.372 -0.754 5.188
O -1.329 2.690 -2.552
S -2.417 3.667 -2.212
C -1.630 5.257 -1.783
C -2.557 5.853 -0.738
C -2.871 4.742 0.279
C -2.824 3.388 -0.443
H -1.533 5.869 -2.678
H -0.641 5.010 -1.393
H -3.476 6.193 -1.221
H -2.102 6.717 -0.254
H -3.846 4.910 0.733
H -2.132 4.752 1.080
H -3.760 2.835 -0.394
H -2.027 2.741 -0.076

Formula: C19H36AsN2O3RbSi2
Source: the OMol25 dataset
Level of theory: ωB97M-V/def2-TZVPD

Its LUMO energy is 0.150 Eh. The calculation puts the relative energy (zero: lowest compared OMol25 entry of this formula, charge and spin) at 2.1 kcal per mole. Its net charge is -2. As for the multiplicity: 1. The HOMO energy comes out at -1.3565 eV. Its gap between HOMO and LUMO is 5.4 eV.

Element x y z (Å)
Rb -0.448 0.731 0.236
N 1.010 -1.987 3.400
C -0.078 -0.999 3.493
C 0.321 0.391 2.938
O 1.226 0.384 2.034
N -0.313 1.380 3.485
C 0.009 2.714 3.015
C -0.512 3.036 1.596
O -1.634 2.588 1.260
O 0.248 3.711 0.857
H 1.745 -1.686 4.031
H 1.415 -1.840 2.479
H -0.395 -0.898 4.529
H -0.926 -1.388 2.919
H 1.089 2.903 3.004
H -0.458 3.430 3.700
C 2.009 -1.470 -3.295
C 2.221 -0.254 -2.432
C 3.043 -0.312 -1.312
C 3.202 0.786 -0.472
C 4.042 0.704 0.772
C 2.517 1.960 -0.770
C 1.690 2.048 -1.886
C 0.941 3.323 -2.174
C 1.556 0.935 -2.712
H 1.113 -2.009 -2.971
H 2.857 -2.153 -3.234
H 1.862 -1.191 -4.340
H 3.554 -1.243 -1.081
H 4.613 -0.225 0.804
H 3.367 0.737 1.631
H 4.731 1.549 0.840
H 2.587 2.808 -0.097
H 0.531 3.718 -1.240
H 0.129 3.150 -2.883
H 1.608 4.078 -2.602
H 0.911 0.990 -3.584
C -1.124 -1.997 -5.713
Si -1.445 -3.413 -4.470
C 0.166 -4.443 -4.447
C -2.637 -4.553 -5.457
As -2.087 -2.855 -2.359
Si -3.487 -1.136 -2.878
C -4.737 -1.458 -4.298
C -2.691 0.529 -3.380
C -4.559 -0.702 -1.363
H -0.890 -2.345 -6.724
H -0.304 -1.360 -5.372
H -2.019 -1.373 -5.776
H 0.509 -4.716 -5.449
H 0.008 -5.365 -3.879
H 0.968 -3.890 -3.952
H -2.198 -4.924 -6.389
H -3.554 -4.010 -5.709
H -2.925 -5.416 -4.850
H -4.192 -1.621 -5.233
H -5.427 -0.623 -4.452
H -5.323 -2.359 -4.098
H -1.865 0.354 -4.074
H -2.274 1.035 -2.506
H -3.394 1.213 -3.866
H -4.907 -1.609 -0.863
H -5.434 -0.105 -1.633
H -3.979 -0.127 -0.636

Formula: C21H44O9S2
Source: the OMol25 dataset
Level of theory: ωB97M-V/def2-TZVPD

Its LUMO energy is 0.026 Eh. As for the multiplicity: 1. The HOMO energy comes out at -8.0312 eV. Its gap between HOMO and LUMO is 8.7 eV.

Element x y z (Å)
O -1.254 -3.674 1.447
S -1.313 -4.735 2.425
O -2.294 -4.162 3.609
O 0.041 -4.738 3.279
C 0.447 -3.529 3.978
C 1.721 -2.954 3.396
C 1.605 -2.433 1.963
S 0.624 -0.910 1.822
H -3.126 -3.974 3.150
H -0.355 -2.797 4.049
H 0.660 -3.854 4.998
H 2.014 -2.107 4.020
H 2.507 -3.712 3.417
H 2.614 -2.174 1.637
H 1.237 -3.183 1.268
H 0.929 -0.362 3.000
C -3.116 -1.107 -3.007
C -1.775 -1.547 -2.470
O -0.742 -1.102 -2.921
C -1.783 -2.560 -1.354
H -2.978 -0.379 -3.804
H -3.660 -1.969 -3.398
H -3.704 -0.655 -2.206
H -2.273 -3.476 -1.688
H -2.317 -2.167 -0.489
H -0.763 -2.789 -1.059
C -7.523 -2.781 3.170
C -6.085 -3.118 3.475
O -5.229 -3.045 2.622
C -5.769 -3.544 4.888
H -7.615 -2.491 2.127
H -8.157 -3.649 3.358
H -7.856 -1.957 3.803
H -6.336 -4.441 5.143
H -6.036 -2.749 5.585
H -4.706 -3.756 4.983
C 2.230 3.786 4.373
C 1.140 3.067 3.619
O 1.181 1.873 3.427
C -0.012 3.899 3.107
H 2.989 3.080 4.675
H 2.683 4.544 3.731
H 1.820 4.270 5.259
H 0.355 4.662 2.420
H -0.517 4.389 3.941
H -0.721 3.260 2.585
C -0.356 0.016 -5.877
C -1.452 0.855 -6.487
O -2.523 0.995 -5.935
C -1.154 1.509 -7.813
H -0.688 -0.395 -4.923
H -0.098 -0.799 -6.557
H 0.531 0.630 -5.709
H -0.922 0.751 -8.562
H -0.303 2.179 -7.719
H -2.021 2.079 -8.141
C 5.257 2.962 8.563
C 5.163 2.879 7.059
O 4.314 3.479 6.442
C 6.180 2.010 6.360
H 4.473 3.615 8.940
H 5.138 1.970 9.001
H 6.228 3.363 8.856
H 6.097 0.980 6.712
H 7.188 2.373 6.566
H 6.004 2.034 5.287
C 3.240 2.902 -9.744
C 1.887 2.785 -10.404
O 0.871 2.705 -9.755
C 1.864 2.772 -11.914
H 3.119 2.900 -8.663
H 3.873 2.062 -10.035
H 3.726 3.831 -10.048
H 2.443 1.927 -12.290
H 2.296 3.695 -12.302
H 0.838 2.684 -12.260

> multiplicity of number 2 (C16H26N2O8Pd)?

3

> What is the formula in the second record?

C16H26N2O8Pd

> Which of these has the highest multiplicity?

C16H26N2O8Pd